(1)
Here is an isolated molecule of C5H8N2O in a non-equilibrium geometry from the OMol25 dataset. Energies are from the ωB97M-V functional and the def2-TZVPD basis.

The geometry in XYZ format:
```
16
Properties=species:S:1:pos:R:3:nbo_charge:R:1
C -1.307 0.810 1.604 -0.073
C -0.757 -0.680 1.271 -0.451
C -0.338 -0.595 -0.178 -0.099
C 0.960 0.489 -1.534 0.018
C 0.471 0.672 -0.082 0.023
H -0.984 1.203 2.715 0.209
H -2.280 1.050 1.123 0.207
H -0.085 -1.099 1.994 0.218
H -1.536 -1.364 1.340 0.218
H -1.208 -0.560 -0.949 0.214
H 1.058 -1.806 0.441 0.346
H 1.626 0.974 -2.420 0.252
H 1.368 0.690 0.539 0.203
N 0.500 -1.499 -0.654 -0.486
N 1.088 -0.791 -1.795 -0.234
O -0.406 1.596 0.734 -0.564
```

Its net charge is 0. As for the HOMO energy: -9.0 eV. Its SMILES is C1=NN[C@H]2CCO[C@H]12. The value obtained for the molecular weight is 112.13 g mol⁻¹. The spin multiplicity is 1. For the HOMO-LUMO gap, the calculation gives 9.59 eV. The energy above the lowest of the compared OMol25 structures with the same formula, charge and spin comes out at 6.8166 eV.



(2)
Here is a cluster of 2 separate species, C5H8N2O in total in a non-equilibrium geometry from the OMol25 dataset. Energies are from the ωB97M-V functional and the def2-TZVPD basis.

The geometry in XYZ format:
```
16
Properties=species:S:1:pos:R:3:nbo_charge:R:1
C 1.270 -1.788 0.878 -0.727
C -2.000 1.583 -0.147 -0.709
C 0.420 -1.308 -0.265 0.728
C -1.290 0.572 0.632 0.332
C 1.315 0.870 -1.007 0.013
N -1.302 -0.284 1.447 -0.447
N 0.448 0.145 -0.452 -0.465
O -0.123 -2.000 -1.087 -0.529
H 2.329 -1.655 0.660 0.231
H 1.011 -1.225 1.772 0.261
H 1.043 -2.836 1.065 0.244
H -3.001 1.721 0.262 0.255
H -1.448 2.528 -0.108 0.231
H -2.079 1.262 -1.185 0.247
H 2.221 0.467 -1.456 0.159
H 1.185 1.949 -1.008 0.175
```

Its net charge is 0. As for the HOMO energy: -9.0 eV. Its SMILES is C=NC(C)=O.CC#N. The value obtained for the molecular weight is 112.13 g mol⁻¹. The spin multiplicity is 1. For the HOMO-LUMO gap, the calculation gives 9.67 eV. The energy above the lowest of the compared OMol25 structures with the same formula, charge and spin comes out at 2.5628 eV.



(3)
Here is an isolated molecule of C5H8N2O in a non-equilibrium geometry from the OMol25 dataset. Energies are from the ωB97M-V functional and the def2-TZVPD basis.

The geometry in XYZ format:
```
16
Properties=species:S:1:pos:R:3:nbo_charge:R:1
C 1.485 0.416 -0.244 -0.125
C 0.020 1.334 -1.503 -0.143
N 0.916 1.633 -0.552 -0.510
C 0.792 -0.789 0.131 0.156
C -0.667 -0.742 0.489 0.284
C -1.186 0.108 1.374 -0.536
O -1.382 -1.712 -0.158 -0.675
N 1.464 -1.881 0.221 -0.646
H -2.280 -1.741 0.194 0.480
H 0.886 2.445 0.050 0.397
H 2.565 0.338 -0.300 0.199
H 0.878 -2.656 0.526 0.337
H 0.272 0.734 -2.362 0.198
H -1.002 1.691 -1.484 0.176
H -0.549 0.795 1.907 0.213
H -2.212 0.027 1.710 0.197
```

Its net charge is 0. As for the HOMO energy (alpha / beta): -7.7 / -7.5 eV. The value obtained for the molecular weight is 112.13 g mol⁻¹. The spin multiplicity is 1. For the HOMO-LUMO gap (alpha / beta), the calculation gives 7.93 / 7.43 eV. The energy above the lowest of the compared OMol25 structures with the same formula, charge and spin comes out at 4.3494 eV.



(4)
Here is a cluster of 2 separate species, C5H8N2O2 in total in a non-equilibrium geometry from the OMol25 dataset. Energies are from the ωB97M-V functional and the def2-TZVPD basis.

The geometry in XYZ format:
```
17
Properties=species:S:1:pos:R:3:nbo_charge:R:1
C -2.376 -1.162 0.505 -0.430
N -1.021 -1.137 -0.028 -0.335
C -0.716 -0.399 -1.206 -0.182
C -0.164 0.042 0.130 -0.169
C -0.680 1.336 0.708 0.433
O -1.781 1.771 0.478 -0.504
C 1.223 -0.266 0.467 0.294
N 2.298 -0.558 0.779 -0.319
H -2.955 -0.253 0.285 0.207
H -2.885 -2.023 0.055 0.217
H -2.333 -1.310 1.591 0.212
H -0.031 -0.859 -1.920 0.218
H -1.486 0.261 -1.620 0.217
H 0.018 1.856 1.396 0.140
O 4.581 1.169 -0.519 -0.945
H 3.829 1.165 -1.118 0.463
H 4.480 0.367 0.017 0.483
```

Its net charge is 0. As for the HOMO energy: -10.2 eV. Its SMILES is CN1C[C@@]1(C#N)C=O.O. The value obtained for the molecular weight is 128.13 g mol⁻¹. The spin multiplicity is 1. For the HOMO-LUMO gap, the calculation gives 10.17 eV. The energy above the lowest of the compared OMol25 structures with the same formula, charge and spin comes out at 3.2043 eV.



- What is the spin multiplicity in the third record?
  1